ORCA calculation (ωB97M-V with the def2-TZVPD basis set) on an isolated ion of composition C7H14FN4 and charge +1.

## Properties
Total charge: +1
SMILES: [H]/N=C(/C=C\N=C(/N)CCF)[NH2+]C
E: -16155.0025 eV
Energy above the lowest of the compared OMol25 structures with the same formula, charge and spin: 14.87 kcal per mole
HOMO level: -11.8 eV

Atoms and positions in Å:
H 4.921 1.041 -0.641
H -4.117 -1.696 0.425
C -2.526 -0.767 -0.412
H -4.134 -0.075 -1.597
C -3.227 0.318 -1.056
H 3.506 -0.634 0.574
H -3.890 2.224 -0.416
H -0.120 -2.288 -0.947
H -2.705 -1.892 1.195
N -3.132 -1.703 0.366
H -2.927 1.334 0.878
C -0.147 -1.328 -0.400
C 1.172 -0.873 -0.077
H -2.693 0.859 -1.933
F -4.750 0.729 0.753
H 1.867 -1.577 -0.341
H 3.497 0.865 1.207
N -1.259 -0.661 -0.532
H 1.580 2.067 1.138
C 3.866 0.840 -0.794
N 0.994 1.391 0.672
H 3.623 0.046 -1.524
C -3.634 1.303 0.112
N 3.214 0.293 0.424
C 1.567 0.366 0.266
H 3.376 1.655 -1.144

ORCA calculation (ωB97M-V with the def2-TZVPD basis set) on a 3-piece molecular cluster, C8H20Cl2O2 overall.

## Properties
SMILES: CC(C)O.CC(C)O.ClCCCl
E: -37757.3397 eV
HOMO level: -9.3 eV

Atoms and positions in Å:
H 2.488 1.734 -1.646
H -1.718 -0.654 0.818
H -1.511 -1.523 2.307
O 0.589 -0.978 -0.262
H 0.979 -2.674 2.445
C 1.209 -2.134 1.527
Cl -2.620 -1.810 -1.158
O 1.461 0.707 1.323
H -0.928 0.295 -2.195
H -2.269 0.163 0.107
H -0.227 0.910 -0.632
C 2.533 1.111 -0.752
H 2.238 0.124 -1.108
H 0.863 -0.009 1.096
H 3.554 1.071 -0.375
H 1.898 -1.308 1.699
H 1.756 -2.853 0.918
H -2.422 0.477 -3.037
H -0.435 -2.650 0.410
C 0.144 1.846 -0.213
C -0.991 -0.880 1.597
C 1.547 1.642 0.297
H 1.218 -1.516 -0.749
Cl -1.866 2.389 -1.747
H 0.129 2.671 -0.924
C -2.732 0.007 -0.867
C 0.026 -1.727 0.760
H -3.766 0.320 -1.010
C -1.944 0.670 -2.076
H 1.898 2.565 0.758
H -0.594 2.071 0.557
H -0.509 -0.060 2.130